Entry from OMol25: a single C4H6N2 molecule (ωB97M-V with the def2-TZVPD basis set).

Properties
- spin multiplicity = 1
- E (Ha) = -265.44547
- molar mass (g mol⁻¹) = 82.11
- ΔE to the lowest compared entry with this formula, charge and spin (eV) = 2.452
- gap between HOMO and LUMO (spin up / spin down) (eV) = 7.65 / 7.64

Geometry as XYZ:
```
12
Properties=species:S:1:pos:R:3:forces:R:3
C -1.72609 -0.47414 0.23156 0.0090 -0.0096 0.0179
N -0.44999 -0.21188 0.12473 -0.0856 -0.0330 0.0271
C 0.67845 -0.89372 0.45216 -0.0680 -0.0367 -0.0904
C 1.75760 -0.16255 -0.12235 0.1190 0.0465 -0.0459
N 1.43689 0.96788 -0.67509 0.0284 -0.2623 0.1346
C 0.04247 1.11140 -0.40011 -0.2335 0.1868 -0.0654
H -0.56315 1.43006 -1.25389 0.1343 -0.1088 0.0914
H -2.42441 0.17616 -0.27582 0.0809 0.0428 0.1900
H -2.07014 -1.32152 0.80729 0.1372 -0.0262 -0.1470
H 0.64656 -1.90606 0.82617 -0.0097 0.1593 -0.0424
H 2.78394 -0.52109 -0.14886 -0.1353 0.0517 0.0637
H -0.11215 1.80545 0.43421 0.0233 -0.0106 -0.1335
```
Positions in Å, forces in eV/Å.